Here is 3 unconnected molecules or ions with the total composition C4H14NO2 from the Open Molecules 2025 dataset. Energies are from the ωB97M-V functional and the def2-TZVPD basis.

Each line ends with the Mulliken charge.
Atoms and positions in Å:
C (1.1128, -2.0719, 1.4945)  -0.8894
C (0.7381, -1.9913, -0.0198)  -0.6470
C (-0.3230, -0.8639, -0.0843)  0.3309
C (-1.7395, -1.0627, -0.2635)  -0.8994
N (0.2266, 0.5117, -0.1176)  -0.1441
H (1.3532, -1.0486, 1.9057)  0.2699
H (0.1841, -2.4222, 2.0057)  0.3476
H (2.0607, -2.5702, 1.3796)  0.3233
H (1.6661, -1.7802, -0.5119)  0.3435
H (0.1827, -2.8353, -0.4633)  0.3559
H (-2.0774, -2.0659, -0.1676)  0.3069
H (-2.5470, -0.2533, -0.1992)  0.2461
H (0.4686, 0.6660, -1.1002)  0.4086
H (1.0936, 0.7022, 0.4835)  0.4149
H (-0.4741, 1.1721, 0.1123)  0.2313
H (-2.0012, 3.3172, 1.0484)  0.2954
H (-3.4274, 2.6258, 1.2176)  0.3200
O (-2.5139, 2.5341, 0.9289)  -0.6182
H (2.2854, 2.7502, -1.8955)  0.3078
H (2.0532, 2.3830, -3.3190)  0.3232
O (1.6783, 2.3033, -2.4345)  -0.6270

Calculated values
* HOMO level: -13.742 eV
* net charge: +1
* relative energy (zero: lowest compared OMol25 entry of this formula, charge and spin): 246.2 kJ/mol
* gap between HOMO and LUMO: 0.38583 Ha